Record 1
The following is a quantum chemistry calculation of a structure of composition C23H27FeN6O5P in a non-equilibrium geometry, from the OMol25 dataset.

Each line ends with the Löwdin charge.
Element x y z (Å)
Fe  0.1578  -0.0498  0.3270  0.7660
C  -3.8632  -1.3969  3.2444  -0.0225
N  -2.4803  -0.9916  3.4128  -0.1122
C  -1.5282  -1.7343  4.0623  -0.0505
C  -0.3373  -1.1136  3.8291  -0.1224
N  -0.5358  -0.0152  3.0372  0.0461
C  -1.8250  0.0181  2.7806  -0.5015
P  -2.6193  1.3729  1.8502  1.1777
C  -1.1135  2.3687  1.7010  -0.4694
N  0.0160  2.0128  1.1109  0.0159
C  0.8954  3.0404  1.2913  -0.0947
C  0.2898  4.0322  2.0031  -0.0513
N  -0.9834  3.5993  2.2577  -0.1187
C  -1.9804  4.3310  3.0272  -0.0301
C  -2.7141  0.8115  0.1019  -0.4761
N  -1.7569  0.9836  -0.7880  0.0230
C  -2.2358  0.4802  -1.9693  -0.1217
C  -3.5011  0.0140  -1.7896  -0.0493
N  -3.8094  0.2525  -0.4738  -0.1080
C  -5.0228  -0.2132  0.1735  -0.0188
H  -4.1866  -1.9319  4.1342  0.0942
H  -3.9501  -2.0436  2.3713  0.0685
H  -4.4866  -0.5120  3.1315  0.0665
H  -1.7845  -2.6277  4.6056  0.1207
H  0.6447  -1.3836  4.1841  0.1080
H  1.9001  3.0078  0.9050  0.1104
H  0.6434  4.9901  2.3419  0.1182
H  -1.5889  5.3229  3.2339  0.0887
H  -2.1879  3.8278  3.9693  0.0914
H  -2.9061  4.4240  2.4651  0.0819
H  -1.6537  0.5049  -2.8760  0.0990
H  -4.1995  -0.4622  -2.4564  0.1217
H  -5.8705  -0.0416  -0.4860  0.0939
H  -5.1801  0.3497  1.0897  0.0613
H  -4.9387  -1.2741  0.4039  0.0890
O  0.9544  -0.8539  -3.7936  0.1389
C  0.9606  -0.9914  -2.4674  -0.4579
O  1.0744  -0.0460  -1.7192  0.0666
C  0.8589  -2.4296  -2.0265  -0.0963
O  0.4039  -2.4413  -0.7148  -0.1610
C  -0.6384  -3.3422  -0.3705  -0.0822
C  -1.7241  -2.6019  0.3937  -0.6071
O  -2.7288  -3.2476  0.6975  0.0104
O  -1.5054  -1.3750  0.6352  -0.1052
H  1.0765  0.0902  -3.9835  0.1398
H  0.2063  -2.9690  -2.7181  0.1400
H  1.8657  -2.8614  -2.0998  0.1593
H  -1.0870  -3.7887  -1.2613  0.1303
H  -0.2400  -4.1438  0.2532  0.1314
C  2.1965  -0.8273  1.1481  -0.1061
C  2.9950  -2.0080  1.1700  -0.3287
C  4.3450  -2.0083  0.7594  -0.0764
C  5.1137  -3.1588  0.8146  -0.1239
C  4.5743  -4.3585  1.2720  -0.1409
C  3.2394  -4.3854  1.6636  -0.1175
C  2.4618  -3.2403  1.6091  -0.0772
H  1.2182  -0.8884  1.5758  -0.0283
H  2.5867  0.1302  0.8201  0.0364
H  4.7812  -1.0791  0.4074  0.0981
H  6.1503  -3.1234  0.4981  0.0910
H  5.1823  -5.2528  1.3228  0.0828
H  2.8005  -5.3134  2.0138  0.0926
H  1.4183  -3.2733  1.9094  0.0958

Atoms 1-2, force components in eV/Å:
0.519 -0.539 -0.144
0.071 0.067 -0.031

Computed properties:
- Molecular weight: 554.33 g mol⁻¹
- Electronic energy: -3202.42987 hartree
- Multiplicity: 5
- Total charge: 0
- Expectation value of S²: 6.019
- HOMO (alpha / beta): -5.253 / -5.259 eV



Record 2
The following is a quantum chemistry calculation of a structure of composition C23H27MoN5OSi in a non-equilibrium geometry, from the OMol25 dataset.

Each line ends with the Löwdin charge.
Element x y z (Å)
Mo  -0.2627  -0.2238  -0.2920  1.7727
C  3.3863  -2.1879  -0.7398  0.0166
C  2.2780  -1.2331  -0.9934  -0.2268
N  1.8488  -0.3779  -0.1232  -0.1019
N  2.4022  -0.3857  1.1523  0.1106
C  1.4365  -0.3670  2.0195  -0.3648
O  0.1549  -0.3912  1.6147  -0.2167
C  1.6766  -0.4190  3.4592  -0.1660
C  2.9871  -0.3806  3.9420  -0.0125
C  3.2121  -0.4142  5.3049  -0.0477
C  2.1384  -0.4872  6.1854  -0.0421
C  0.8356  -0.5280  5.7076  -0.0508
C  0.6006  -0.4919  4.3437  -0.0171
C  1.5871  -1.1764  -2.3245  -0.2025
C  2.1480  -1.6589  -3.4853  0.0396
C  1.4502  -1.4722  -4.6781  0.0185
C  0.2160  -0.8483  -4.6635  0.0034
C  -0.3154  -0.4365  -3.4508  -0.0671
N  0.3635  -0.5949  -2.3113  -0.0556
H  3.3795  -2.4949  0.3035  0.0962
H  4.3408  -1.6804  -0.9126  0.1253
H  3.3273  -3.0531  -1.3948  0.0943
H  3.8180  -0.3195  3.2527  0.1162
H  4.2234  -0.3819  5.6862  0.1169
H  2.3208  -0.5102  7.2517  0.1185
H  0.0052  -0.5853  6.3977  0.1150
H  -0.4115  -0.5198  3.9657  0.1117
H  3.1131  -2.1438  -3.4734  0.1339
H  1.8788  -1.8127  -5.6114  0.1367
H  -0.3459  -0.6832  -5.5716  0.1318
H  -1.2919  0.0220  -3.3768  0.1216
C  -1.8791  -3.6878  -0.0015  -0.0010
C  -2.7195  -2.4570  -0.0653  -0.2769
C  -4.1049  -2.4545  0.0583  0.0156
C  -4.8026  -1.2569  0.0258  0.0102
C  -4.1427  -0.0364  -0.1256  0.0255
C  -2.7797  -0.1144  -0.2600  -0.3814
N  -2.1071  -1.2806  -0.2394  -0.0083
N  -1.7930  0.9056  -0.3964  -0.2066
Si  -2.0075  2.7178  -0.5422  0.4578
C  -2.6555  3.2873  1.0888  -0.1555
C  -0.2908  3.3301  -0.8961  -0.1599
C  -3.2007  2.9614  -1.9436  -0.1558
H  -2.4956  -4.5826  -0.0169  0.0951
H  -1.2926  -3.6930  0.9198  0.0986
H  -1.1890  -3.7291  -0.8462  0.0851
H  -4.6279  -3.3920  0.1811  0.1317
H  -5.8803  -1.2693  0.1258  0.1333
H  -4.6701  0.9057  -0.1368  0.1194
H  -1.9464  3.0822  1.8932  0.0458
H  -3.6097  2.8231  1.3443  0.0368
H  -2.8195  4.3678  1.0628  0.0549
H  0.5027  2.6352  -0.5983  0.0092
H  -0.0985  4.2527  -0.3452  0.0518
H  -0.1496  3.5431  -1.9572  0.0436
H  -4.2301  3.0644  -1.5970  0.0426
H  -3.1739  2.1426  -2.6665  0.0315
H  -2.9524  3.8760  -2.4872  0.0490

Atoms 1-2, force components in eV/Å:
-0.881 0.263 0.627
0.048 0.118 0.013

Computed properties:
- Molecular weight: 513.53 g mol⁻¹
- Electronic energy: -1598.90982 hartree
- Multiplicity: 3
- Total charge: +2
- Expectation value of S²: 2.031
- HOMO (alpha / beta): -13.985 / -13.972 eV



Record 3
The following is a quantum chemistry calculation of a cluster of 2 separate species, C23H27N2 in total in a non-equilibrium geometry, from the OMol25 dataset.

Each line ends with the Löwdin charge.
Element x y z (Å)
C  -2.0195  -2.6602  2.4808  -0.1665
C  -2.0975  -1.1255  2.2142  -0.2065
C  -0.6868  -0.7209  1.9949  -0.0748
C  0.1972  -1.7155  2.3464  -0.2625
N  1.5309  -1.6526  2.4679  -0.0943
C  2.3582  -2.8149  2.7568  -0.1512
C  3.8076  -2.3199  2.6867  -0.1486
C  3.7539  -0.7947  2.4932  -0.1494
C  2.2735  -0.4064  2.3765  -0.1531
C  -0.5343  -3.0079  2.6758  -0.1233
H  -2.6147  -2.9290  3.3564  0.1052
H  -2.4278  -3.2124  1.6297  0.1043
H  -2.7723  -0.8946  1.3840  0.0953
H  -2.5185  -0.6346  3.1056  0.1049
H  -0.4075  0.2898  1.7307  0.0563
H  2.1313  -3.2250  3.7548  0.1223
H  2.1787  -3.6259  2.0336  0.1194
H  4.3516  -2.5922  3.5948  0.1104
H  4.3102  -2.7892  1.8359  0.1066
H  4.2136  -0.2682  3.3333  0.1088
H  4.2825  -0.5036  1.5822  0.1040
H  2.0629  0.1146  1.4293  0.0873
H  1.9815  0.2856  3.1845  0.1280
H  -0.3442  -3.3435  3.7077  0.1204
H  -0.2382  -3.8359  2.0164  0.1142
C  -2.1396  1.9387  -4.3652  0.0025
N  -1.4077  1.6935  -3.1237  -0.0006
C  -1.5963  2.6156  -2.1138  -0.1096
C  -2.4357  3.7223  -2.3087  -0.0019
C  -2.5812  4.6816  -1.3123  -0.0184
C  -1.8443  4.5788  -0.1169  -0.0417
C  -0.9962  3.4989  0.0894  0.0123
C  -0.8888  2.4560  -0.8711  -0.1117
C  -0.1146  1.3052  -0.6893  0.0971
C  0.1727  0.4510  -1.7570  -0.1069
C  -0.5278  0.6358  -3.0071  -0.0905
C  -0.2769  -0.2454  -4.0741  0.0045
C  0.6374  -1.2864  -3.9363  -0.0220
C  1.3650  -1.4431  -2.7434  -0.0411
C  1.1508  -0.5757  -1.6833  0.0151
H  -1.9363  1.1713  -5.1045  0.0764
H  -3.2167  1.9404  -4.1642  0.1171
H  -1.8641  2.9074  -4.8009  0.1177
H  -2.9561  3.8581  -3.2567  0.1072
H  -3.2482  5.5256  -1.4821  0.1245
H  -1.9344  5.3621  0.6373  0.1204
H  -0.3899  3.4228  0.9933  0.1299
H  0.3804  1.1452  0.2626  0.0975
H  -0.7635  -0.1179  -5.0400  0.1049
H  0.8009  -1.9608  -4.7752  0.1239
H  2.1093  -2.2361  -2.6657  0.1200
H  1.7293  -0.6625  -0.7632  0.1159

Atoms 1-2, force components in eV/Å:
-0.272 0.220 -0.227
-0.618 -0.438 0.396

Computed properties:
- Molecular weight: 331.48 g mol⁻¹
- Electronic energy: -1001.89682 hartree
- Total charge: +1
- HOMO: -9.409 eV